{
  "formula": "C13H31NO5S3",
  "method": "the ωB97M-V functional and the def2-TZVPD basis",
  "species": ["C", "C", "C", "C", "N", "C", "C", "O", "C", "O", "H", "H", "H", "H", "H", "H", "H", "H", "H", "H", "H", "H", "H", "C", "S", "O", "C", "H", "H", "H", "H", "H", "H", "C", "S", "O", "C", "H", "H", "H", "H", "H", "H", "C", "S", "O", "C", "H", "H", "H", "H", "H", "H"],
  "positions_angstrom": [[0.5143, -0.5446, -1.3764], [0.0573, -0.0001, -0.2392], [-1.1006, -0.5468, 0.5690], [-0.6038, -1.6404, 1.5316], [-0.8891, -2.9422, 1.0615], [-0.2221, -4.0191, 1.7901], [1.2943, -4.0386, 1.5436], [-1.1358, -1.3720, 2.8906], [-0.1529, -1.1735, 3.7884], [-0.0605, -0.1953, 4.4904], [0.4122, -1.5972, -1.6089], [0.9158, 0.1061, -2.1412], [0.5520, 0.8667, 0.1863], [-1.5051, 0.2560, 1.1720], [-1.8544, -0.9267, -0.1075], [0.4798, -1.5424, 1.5974], [-1.8826, -3.1014, 0.9837], [-0.6466, -4.9563, 1.4395], [-0.4679, -3.9642, 2.8547], [1.7945, -3.6497, 2.4255], [1.5093, -3.3790, 0.7104], [1.6136, -5.0505, 1.3322], [0.5600, -2.0094, 3.8752], [4.0023, 0.7694, 0.9343], [4.4765, -0.9197, 1.3230], [3.5966, -1.8125, 0.5264], [3.8317, -0.9080, 3.0021], [4.2749, 0.9621, -0.1010], [2.9255, 0.8822, 1.0576], [4.5384, 1.4554, 1.5903], [2.7669, -0.6724, 2.9855], [4.3737, -0.1711, 3.5945], [3.9849, -1.8994, 3.4239], [-4.0105, 4.2792, -0.4666], [-2.8141, 3.2377, 0.3794], [-3.3487, 1.8519, 0.3499], [-3.1300, 3.8859, 2.0260], [-4.0058, 4.0025, -1.5184], [-5.0016, 4.1127, -0.0447], [-3.7192, 5.3242, -0.3613], [-4.1809, 3.7453, 2.2785], [-2.8660, 4.9431, 2.0557], [-2.5062, 3.3330, 2.7252], [-0.4974, -0.3561, -5.0231], [0.7618, 0.9186, -5.1589], [0.8521, 1.5883, -3.8325], [-0.1844, 2.0108, -6.2275], [-0.1212, -1.1264, -4.3533], [-1.4100, 0.0750, -4.6115], [-0.6841, -0.7843, -6.0079], [-1.1199, 2.2796, -5.7371], [-0.3786, 1.5095, -7.1757], [0.4113, 2.9041, -6.4012]],
  "atomic_forces_ev_per_a": [[-0.28, 0.62, 0.40], [-0.15, -0.67, -0.41], [1.20, -0.43, 0.80], [-0.04, -0.12, -0.50], [0.19, -0.03, 0.07], [-0.22, -0.25, -0.16], [-0.88, 0.42, 0.36], [0.29, 0.26, 0.12], [-0.16, 0.78, 0.67], [-0.23, -0.82, -0.51], [-0.90, 0.01, -0.25], [1.14, -0.16, 0.31], [-0.48, 0.67, -0.56], [-0.30, 0.11, -0.11], [-0.26, -0.09, 0.06], [0.14, -0.09, 0.14], [-0.14, 0.07, -0.04], [-0.15, -0.04, -0.10], [0.13, -0.05, 0.17], [0.42, -0.07, -0.02], [0.31, -0.08, -0.17], [0.30, -0.08, 0.00], [0.10, -0.01, -0.21], [-0.04, 0.09, 0.01], [0.04, 0.03, 0.01], [-0.05, -0.03, 0.04], [-0.05, 0.01, 0.06], [0.00, -0.04, -0.02], [-0.01, -0.05, -0.01], [0.02, -0.01, 0.00], [0.01, 0.02, -0.04], [0.01, 0.00, 0.00], [0.03, -0.02, -0.03], [-0.08, 0.07, 0.00], [0.09, 0.00, -0.01], [-0.08, 0.03, 0.01], [-0.05, 0.05, 0.07], [0.04, -0.03, 0.00], [0.02, -0.04, 0.02], [0.02, 0.00, -0.01], [0.00, -0.03, -0.04], [0.02, 0.00, -0.01], [0.02, -0.03, -0.03], [-0.10, -0.03, 0.00], [0.07, 0.03, 0.03], [-0.03, 0.02, -0.16], [-0.09, 0.02, -0.05], [0.04, 0.02, 0.01], [0.03, 0.03, 0.03], [0.03, 0.00, -0.01], [0.02, -0.02, 0.04], [0.02, 0.00, -0.01], [0.04, -0.01, 0.03]],
  "lumo_ev": 0.704,
  "e_above_lowest_kcal_mol": 0.0
}


{
  "formula": "C13H32Br2InO5P2",
  "method": "the ωB97M-V functional and the def2-TZVPD basis",
  "species": ["C", "C", "O", "P", "O", "C", "C", "In", "C", "C", "Br", "C", "C", "Br", "P", "C", "O", "O", "C", "C", "H", "H", "H", "H", "H", "H", "H", "H", "H", "H", "H", "H", "H", "H", "H", "H", "H", "H", "H", "H", "H", "H", "H", "H", "H", "H", "C", "C", "O", "H", "H", "H", "H", "H", "H"],
  "positions_angstrom": [[2.4418, 2.8224, 0.5285], [0.9896, 3.3185, 0.2379], [0.0047, 2.8151, 1.1547], [-0.8917, 1.5433, 0.5519], [-2.1676, 1.4884, 1.3856], [0.0183, -0.0685, 0.8932], [-0.1255, -1.1434, -0.2437], [1.8467, -2.1505, -0.7756], [3.0455, -2.7694, 1.0158], [2.9374, -0.6684, -2.1221], [1.7686, 0.9568, -2.3306], [4.3347, -0.2474, -1.5294], [5.3581, -1.3643, -1.9639], [4.9679, 1.4360, -2.4470], [1.2100, -4.1252, -2.2959], [-0.6479, -4.0171, -2.6358], [1.3974, -5.6233, -1.4777], [-1.2853, 1.7114, -1.0602], [-2.6834, 1.5301, -1.3252], [-3.1913, 0.0708, -1.1892], [3.0752, 3.0396, -0.3578], [2.8499, 3.4685, 1.3352], [2.5129, 1.7493, 0.7653], [1.0058, 4.4216, 0.3772], [0.7574, 3.1521, -0.8299], [-0.4441, -0.4964, 1.8054], [1.0766, 0.1301, 1.1641], [-0.5116, -0.7407, -1.1958], [-0.7791, -1.9567, 0.1257], [2.3396, -3.0742, 1.8210], [3.6745, -3.6665, 0.8155], [3.7058, -1.9703, 1.4200], [3.0836, -1.0717, -3.1408], [4.3085, -0.0626, -0.4460], [5.7724, -1.8149, -1.0433], [6.1953, -0.8933, -2.5100], [4.8391, -2.1061, -2.5928], [-0.9466, -4.7122, -3.4458], [-0.9123, -2.9683, -2.8788], [-1.2226, -4.3204, -1.7294], [2.3193, -5.8502, -1.4023], [-3.3236, 2.2422, -0.7691], [-2.8193, 1.8014, -2.3958], [-3.1327, -0.2899, -0.1432], [-4.2683, 0.0074, -1.4650], [-2.6484, -0.6502, -1.8223], [-5.8814, 2.6193, 3.4348], [-4.6516, 2.4688, 4.3110], [-4.0740, 1.1827, 4.1521], [-6.6226, 1.8569, 3.6835], [-6.3350, 3.6058, 3.5598], [-5.6219, 2.4841, 2.3821], [-4.9166, 2.5836, 5.3634], [-3.9024, 3.2268, 4.0585], [-3.8299, 1.0892, 3.2220]],
  "atomic_forces_ev_per_a": [[-0.21, 0.99, -0.08], [1.59, 0.91, -0.21], [-0.69, -1.51, -2.23], [-2.38, -0.81, 2.78], [1.68, 0.42, -1.33], [0.29, 0.05, -0.93], [0.63, -0.15, 0.34], [-0.73, -0.04, 0.53], [0.11, -0.21, 0.22], [0.97, 0.66, 0.66], [-0.01, -0.88, -0.04], [-0.91, -1.06, -1.85], [-0.08, 0.75, 0.92], [0.34, 0.02, 0.50], [0.39, 0.10, -1.04], [0.08, -0.74, 0.99], [-1.22, 0.40, 0.20], [0.85, 0.09, 2.09], [-1.31, -0.39, -1.32], [-0.29, -0.05, 0.57], [-0.44, -0.31, 0.39], [-0.16, -0.79, -0.13], [-0.07, 0.51, -0.05], [-0.17, -0.62, -0.09], [-0.28, -0.22, 0.61], [0.03, 0.76, -0.39], [-0.57, 0.15, -0.29], [0.12, -0.13, 0.59], [0.09, 0.47, -0.37], [0.38, 0.30, -0.45], [-0.30, 0.60, 0.01], [-0.37, -0.45, -0.22], [-0.14, 0.51, 0.42], [0.09, 0.22, -0.56], [-0.21, -0.15, -0.54], [-0.48, -0.47, 0.19], [0.39, 0.17, 0.33], [0.24, 0.53, 0.27], [0.28, -0.57, 0.04], [0.26, 0.33, -0.51], [0.42, 0.08, -0.18], [0.57, -0.51, 0.10], [0.40, -0.03, 0.57], [0.11, 0.30, -0.55], [0.63, 0.29, 0.02], [-0.09, 0.50, 0.16], [-0.13, 0.06, 0.00], [0.16, -0.19, -0.40], [-0.20, -0.05, 0.18], [0.02, 0.04, 0.07], [-0.01, -0.01, -0.05], [0.06, 0.09, 0.02], [0.07, -0.09, 0.01], [-0.09, 0.13, 0.05], [0.33, 0.04, -0.01]],
  "lumo_ev": 2.602,
  "charge": -1
}


{
  "formula": "C13H32CuGeN5O5",
  "method": "the ωB97M-V functional and the def2-TZVPD basis",
  "species": ["Cu", "C", "C", "C", "C", "O", "Ge", "O", "C", "C", "C", "C", "O", "C", "C", "C", "C", "H", "H", "H", "H", "H", "H", "H", "H", "H", "H", "H", "H", "H", "H", "H", "H", "H", "H", "H", "H", "H", "H", "H", "H", "H", "H", "H", "N", "N", "C", "N", "N", "N", "O", "O", "H", "H", "H", "H", "H"],
  "positions_angstrom": [[-1.2395, 0.6532, -0.0733], [-2.6493, -0.5374, 2.8974], [-1.4465, -1.2071, 2.2385], [-0.5316, -1.7737, 3.3266], [-1.8767, -2.3187, 1.2839], [-0.6861, -0.2322, 1.5020], [1.2884, 0.1021, 1.4596], [0.4672, 1.5314, 0.1041], [0.4364, 2.9455, 0.3459], [-0.9576, 3.4802, 0.0024], [0.7629, 3.2765, 1.8014], [1.4720, 3.5836, -0.5858], [1.6183, -1.0594, 0.1175], [2.7948, -1.7454, -0.2986], [3.9045, -1.6076, 0.7467], [3.2746, -1.1497, -1.6243], [2.4312, -3.2174, -0.4751], [-3.2351, -1.2739, 3.4463], [-3.2888, -0.0704, 2.1547], [-2.3107, 0.2294, 3.5959], [-1.0788, -2.4882, 3.9394], [-0.1706, -0.9674, 3.9671], [0.3267, -2.2792, 2.8760], [-2.3703, -3.1234, 1.8273], [-1.0009, -2.7176, 0.7685], [-2.5721, -1.9267, 0.5341], [-1.7161, 2.9918, 0.6270], [-1.1887, 3.3004, -1.0525], [-1.0162, 4.5520, 0.1853], [0.0783, 2.7454, 2.4674], [0.6641, 4.3469, 1.9783], [1.7833, 2.9774, 2.0439], [1.2304, 3.3587, -1.6268], [2.4648, 3.1901, -0.3645], [1.4837, 4.6663, -0.4565], [4.2107, -0.5624, 0.8361], [4.7714, -2.2008, 0.4592], [3.5526, -1.9560, 1.7195], [3.3414, -0.0635, -1.5323], [2.5955, -1.4038, -2.4416], [4.2616, -1.5379, -1.8756], [2.1342, -3.6465, 0.4824], [3.2852, -3.7776, -0.8581], [1.6028, -3.3246, -1.1780], [0.0515, -0.2441, -2.3619], [-0.9173, -0.3115, -3.3472], [-2.1919, 0.0029, -3.0466], [-3.1299, -0.0709, -3.9762], [-2.4164, 0.3462, -1.7728], [-3.6314, 0.5880, -1.2496], [-4.6671, 0.4835, -1.8761], [-3.5486, 0.8788, -0.0492], [0.7557, 0.4578, -2.5415], [0.4731, -1.1385, -2.1355], [-0.6794, -0.5428, -4.2993], [-2.9156, -0.3351, -4.9227], [-4.0838, 0.1235, -3.7128]],
  "atomic_forces_ev_per_a": [[0.37, -0.20, 0.07], [0.31, 0.12, -0.13], [-0.03, -0.56, 0.43], [0.02, 0.16, -0.26], [0.13, 0.26, -0.06], [0.07, 0.38, -0.34], [-0.02, 0.41, -0.01], [-0.19, -0.68, 0.11], [0.11, 0.64, -0.09], [0.13, -0.33, 0.00], [-0.06, -0.27, -0.12], [-0.15, -0.17, 0.12], [-0.69, -0.01, -0.37], [0.37, -0.09, 0.19], [-0.20, 0.07, -0.10], [-0.06, 0.00, 0.19], [0.05, 0.14, 0.04], [-0.01, -0.01, -0.01], [-0.15, 0.04, -0.08], [-0.03, -0.01, 0.01], [0.03, -0.03, 0.01], [0.00, -0.04, 0.05], [-0.01, -0.06, 0.06], [-0.05, -0.01, -0.04], [-0.01, -0.04, 0.03], [-0.05, -0.05, 0.02], [-0.03, 0.11, 0.04], [-0.01, 0.02, 0.00], [-0.05, 0.01, -0.02], [0.01, 0.06, 0.05], [0.01, 0.00, 0.00], [-0.01, 0.04, 0.04], [0.02, 0.02, 0.01], [0.01, 0.03, -0.01], [0.05, 0.00, -0.01], [0.05, -0.03, 0.05], [0.04, 0.01, 0.02], [0.04, -0.01, 0.02], [0.03, -0.01, -0.05], [0.04, 0.02, -0.01], [-0.01, 0.00, -0.07], [-0.02, -0.03, -0.02], [-0.02, -0.03, 0.00], [-0.02, -0.02, 0.00], [0.02, -0.03, 0.32], [-0.27, 0.17, 0.03], [-0.17, -0.30, -0.14], [0.07, 0.04, -0.12], [1.04, 0.26, 0.38], [-0.64, -0.23, -0.14], [0.28, 0.20, 0.26], [-0.20, 0.00, -0.21], [0.00, 0.05, -0.04], [-0.14, 0.06, -0.03], [0.00, -0.03, -0.08], [0.03, -0.02, 0.00], [-0.06, 0.01, 0.01]],
  "s2": 0.752,
  "spin_multiplicity": 2,
  "lumo_ev": [-3.639, -4.829],
  "charge": 1
}


{
  "formula": "C13H32O12P2",
  "method": "the ωB97M-V functional and the def2-TZVPD basis",
  "species": ["O", "C", "O", "O", "P", "P", "O", "O", "O", "H", "H", "H", "H", "C", "O", "C", "C", "O", "C", "C", "O", "C", "H", "H", "H", "H", "H", "H", "H", "H", "H", "H", "H", "H", "H", "H", "C", "O", "C", "C", "O", "C", "C", "O", "C", "H", "H", "H", "H", "H", "H", "H", "H", "H", "H", "H", "H", "H", "H"],
  "positions_angstrom": [[-0.7909, -1.8788, -3.1382], [-1.0042, -1.0510, -4.1638], [-2.4085, -0.8580, -4.6088], [0.0531, -0.2607, -4.8614], [-0.7111, 1.2807, -5.1566], [0.7206, 2.9062, -5.3965], [0.4518, 3.6234, -6.7931], [2.3901, 2.4469, -5.1713], [0.3017, 4.1191, -4.1672], [-2.4566, -0.9925, -5.6176], [-1.4591, 1.5452, -3.9203], [2.7521, 1.9363, -5.9544], [-0.2697, 3.6358, -3.4953], [-1.3178, 0.5440, 2.0791], [-1.9072, 1.7747, 1.6900], [-1.0602, 2.5855, 0.8803], [-1.7856, 3.0957, -0.3726], [-2.1779, 2.0975, -1.3215], [-3.1966, 1.1750, -0.9176], [-4.5793, 1.7801, -0.6365], [-4.5632, 2.5860, 0.5404], [-5.2149, 3.8376, 0.3844], [-0.7421, 0.6823, 2.9959], [-2.1241, -0.1692, 2.2737], [-0.6855, 0.1223, 1.2901], [-0.1503, 2.0518, 0.5842], [-0.7643, 3.4469, 1.4894], [-1.0879, 3.7500, -0.9078], [-2.6328, 3.7298, -0.1157], [-2.8483, 0.5660, -0.0838], [-3.3088, 0.4823, -1.7599], [-5.2942, 0.9685, -0.4602], [-4.9107, 2.3563, -1.5159], [-5.0320, 4.2754, -0.6013], [-4.8078, 4.5240, 1.1330], [-6.2850, 3.7199, 0.5543], [1.5756, -4.4488, 4.3495], [2.3323, -3.3169, 3.9500], [3.7381, -3.4790, 4.1169], [4.5129, -3.0797, 2.8535], [4.2907, -3.8942, 1.6968], [2.9886, -3.8450, 1.1019], [2.5687, -2.4908, 0.5128], [2.3552, -1.5229, 1.5386], [2.9515, -0.2632, 1.2682], [1.3544, -4.3890, 5.4165], [0.6336, -4.4378, 3.7933], [2.0870, -5.3893, 4.1169], [3.9975, -4.5063, 4.3956], [4.0411, -2.8189, 4.9373], [5.5802, -3.1806, 3.0817], [4.3704, -2.0278, 2.6107], [2.2403, -4.2307, 1.7938], [3.0219, -4.5641, 0.2751], [1.6172, -2.6124, -0.0170], [3.3322, -2.1541, -0.2075], [3.9274, -0.3666, 0.7848], [3.1070, 0.2470, 2.2236], [2.2836, 0.3359, 0.6495]],
  "atomic_forces_ev_per_a": [[-0.98, 6.03, -7.26], [0.29, -4.06, 4.48], [3.77, -0.71, -0.99], [-3.57, -0.94, 2.47], [-1.54, -0.87, -0.78], [1.75, 5.15, -2.60], [1.05, -3.25, 5.04], [-2.83, 0.08, -0.83], [0.24, -3.79, -1.10], [0.32, 0.47, 1.99], [1.23, 0.03, -0.40], [-0.87, 0.98, 1.04], [1.06, 0.86, -0.87], [-0.29, 0.08, 0.08], [0.41, -0.18, -0.49], [-0.58, 0.06, -0.01], [0.15, 0.05, 0.06], [-0.07, 0.08, 0.21], [-0.22, -0.16, -0.11], [0.45, 0.03, 0.27], [0.03, 0.33, -0.59], [0.22, -0.23, 0.35], [0.19, -0.15, 0.00], [0.05, 0.14, 0.05], [0.04, 0.06, 0.08], [-0.09, -0.09, 0.01], [0.13, 0.14, -0.21], [0.07, -0.17, 0.00], [-0.05, -0.16, 0.22], [-0.14, 0.19, 0.15], [0.00, 0.18, -0.04], [0.06, -0.12, -0.26], [0.09, -0.06, 0.23], [-0.06, -0.05, -0.05], [-0.09, -0.16, -0.01], [-0.18, 0.16, -0.11], [-0.09, 0.35, -0.17], [0.22, -0.62, -0.05], [-0.10, 0.40, -0.40], [0.08, -0.12, 0.05], [-0.31, 0.27, 0.21], [0.04, 0.01, -0.18], [0.03, -0.23, 0.42], [0.55, 0.15, -0.28], [-0.26, -0.26, 0.37], [-0.02, -0.21, 0.11], [0.07, 0.09, 0.10], [0.03, 0.06, 0.08], [-0.11, 0.00, -0.09], [0.26, -0.04, -0.02], [-0.11, -0.19, -0.03], [-0.27, 0.01, 0.11], [-0.08, 0.28, 0.05], [0.16, 0.15, 0.02], [0.12, -0.19, -0.18], [-0.15, -0.03, 0.22], [-0.04, -0.01, -0.09], [-0.13, -0.06, -0.09], [0.07, 0.21, -0.19]],
  "smiles": "O=C(O)OPP(=O)(O)O.COCCOCCOC.COCCOCCOC",
  "lumo_ev": -0.730
}